The following is a DFT calculation (ωB97M-V/def2-TZVPD) of C28H29N3SiV as an isolated structure in a non-equilibrium geometry.

Summary:
- Energy: -2482.04539 Ha
- Expectation value of S²: 3.7843
- HOMO-LUMO gap (alpha / beta): 5.256 / 5.460 eV
- Spin multiplicity: 4
- E_HOMO (alpha / beta): -5.182 / -5.477 eV
- LUMO level (alpha / beta): 0.0027 / -0.0006 Eh

Cartesian coordinates (Å):
C: 1.2012 -2.6085 1.3903
C: 2.0141 -1.6252 0.7407
C: 2.4798 -0.6902 1.7319
H: 2.3039 -1.6348 -0.3024
C: 1.9723 -1.1077 3.0005
C: 1.1936 -2.2958 2.7874
H: 0.7779 -2.9246 3.5643
H: 0.7106 -3.4541 0.9157
H: 3.1377 0.1510 1.5471
H: 2.1625 -0.6239 3.9534
V: 0.4417 -0.7248 1.6403
C: -0.1791 2.9523 -3.2068
H: -0.0240 3.3832 -2.2166
H: 0.7066 3.1317 -3.8286
H: -0.3368 1.8730 -3.1469
Si: 0.3050 0.2343 -1.1671
C: -0.3163 -1.1168 -2.2781
C: 0.2015 -2.4279 -2.3689
H: 0.9858 -2.7622 -1.6879
C: -0.2829 -3.3068 -3.3447
H: 0.1402 -4.3101 -3.4322
C: -1.2988 -2.9055 -4.2210
H: -1.6591 -3.5842 -4.9992
C: -1.8618 -1.6306 -4.0885
H: -2.6623 -1.3119 -4.7557
C: -1.3962 -0.7573 -3.1049
H: -1.8597 0.2215 -2.9805
C: 2.0305 0.7479 -1.6582
C: 2.6409 0.2681 -2.8330
H: 2.0570 -0.3203 -3.5435
C: 3.9945 0.5256 -3.0850
H: 4.4521 0.1410 -3.9979
C: 4.7545 1.2628 -2.1716
H: 5.8150 1.4387 -2.3560
C: 4.1439 1.7895 -1.0301
H: 4.7262 2.3817 -0.3209
C: 2.7867 1.5672 -0.7920
H: 2.3055 2.0202 0.0797
H: -0.5766 1.4338 -1.1836
H: -1.0765 3.3916 -3.6647
N: -2.4080 -0.1725 1.1843
C: -2.4996 -0.9014 2.3996
C: -3.7258 -1.1932 2.9776
C: -3.7439 -1.5464 4.3254
C: -2.5148 -1.6538 4.9922
C: -1.3256 -1.4797 4.2950
N: -1.3139 -1.1313 2.9713
C: -1.8855 1.1499 1.2919
C: -2.6656 2.2533 0.9750
C: -2.1183 3.5183 1.1710
C: -0.8113 3.6039 1.6812
C: -0.0756 2.4576 1.9426
N: -0.6228 1.2199 1.7302
H: -3.3127 -0.1540 0.7235
H: -4.6229 -1.0683 2.3638
H: -4.6807 -1.7423 4.8425
H: -2.4645 -1.8957 6.0566
H: -0.3562 -1.5951 4.7783
H: -3.6737 2.0744 0.6019
H: -2.6909 4.4208 0.9417
H: -0.3532 4.5770 1.8581
H: 0.9543 2.4667 2.3113

Here are the Mulliken charges for atoms 1 to 5, given in e: C -1.035; C -0.373; C -0.710; H 0.995; C -0.565



The following is a DFT calculation (ωB97M-V/def2-TZVPD) of C28H29N6NaO6Se2 as an isolated structure.

Summary:
- Charge: -2
- Energy: -6829.74757 Ha
- HOMO-LUMO gap: 6.468 eV
- E_HOMO: -2.543 eV
- Energy above the lowest of the compared OMol25 structures with the same formula, charge and spin: 0.8 kcal per mole
- LUMO level: 0.1442 Eh

Cartesian coordinates (Å):
Na: 0.4608 0.0396 -0.2992
O: 2.2000 -3.6248 -2.3470
C: 1.4510 -2.7399 -1.8538
N: 1.5167 -2.1561 -0.6859
C: 2.6342 -2.5622 0.1132
C: 2.7993 -1.6928 1.3408
C: 3.6682 -2.0860 2.3621
C: 3.8077 -1.2881 3.4798
C: 3.0664 -0.1162 3.5641
C: 2.2287 0.1980 2.5080
N: 2.1096 -0.5584 1.4188
C: 0.2417 -2.3071 -2.6763
C: -0.1174 -3.0560 -3.7934
C: -1.2677 -2.7224 -4.4850
C: -2.0261 -1.6485 -4.0408
C: -1.5822 -0.9404 -2.9333
N: -0.4686 -1.2506 -2.2685
H: 3.5750 -2.5431 -0.4598
H: 2.5410 -3.6067 0.4530
H: 4.2132 -3.0183 2.2669
H: 4.4751 -1.5775 4.2844
H: 3.1229 0.5295 4.4306
H: 1.6056 1.0852 2.5293
H: 0.5186 -3.8852 -4.0702
H: -1.5761 -3.2958 -5.3528
H: -2.9418 -1.3568 -4.5396
H: -2.1476 -0.0903 -2.5653
O: -0.7934 6.0101 2.5018
C: -0.5805 4.7641 1.9547
C: 0.3333 4.5667 0.9359
C: 0.4779 3.2876 0.4152
N: -0.1700 2.2335 0.9127
C: -1.0397 2.4313 1.9082
C: -1.3038 3.6903 2.4350
C: -1.7538 1.2145 2.5294
O: -2.8262 1.4728 3.1243
O: -1.1776 0.1219 2.3905
C: 1.3976 3.0660 -0.8055
O: 1.8954 4.1145 -1.2991
O: 1.5261 1.8945 -1.1965
H: -0.1737 6.6148 2.0821
H: 0.9337 5.3714 0.5287
H: -2.0420 3.7952 3.2173
C: -5.1964 0.8815 0.7681
Se: -4.0559 -0.5096 0.0200
C: -3.8739 -1.4458 1.7237
C: -3.2113 -2.7980 1.5576
Se: -1.3335 -2.6751 0.9757
C: -1.4578 -4.0573 -0.3918
H: -4.6494 1.3663 1.5763
H: -6.1269 0.4488 1.1344
H: -5.4190 1.5940 -0.0244
H: -4.8862 -1.5699 2.1173
H: -3.3045 -0.7968 2.3893
H: -3.7335 -3.4039 0.8141
H: -3.2390 -3.3283 2.5117
H: -1.8675 -4.9814 0.0162
H: -0.4407 -4.2356 -0.7350
H: -2.0657 -3.7100 -1.2271
N: -0.3436 5.8134 -2.0144
C: -1.1330 4.6806 -2.2046
C: -0.6743 3.6699 -3.0410
C: -1.4060 2.5082 -3.1409
N: -2.5621 2.2826 -2.5251
C: -3.0149 3.2776 -1.7612
C: -2.3515 4.4770 -1.5667
H: 0.6258 5.5024 -1.8594
H: -0.6692 6.3693 -1.2370
H: 0.2953 3.7564 -3.5112
H: -1.0217 1.6784 -3.7267
H: -3.9419 3.0914 -1.2288
H: -2.7440 5.2111 -0.8716

Here are the Mulliken charges for atoms 1 to 5, given in e: Na 0.942; O -0.893; C -0.352; N 0.104; C -0.916



The following is a DFT calculation (ωB97M-V/def2-TZVPD) of C28H29N7O2PSV as an isolated structure.

Summary:
- Charge: +3
- Energy: -3300.78528 Ha
- Expectation value of S²: 0.7764
- HOMO-LUMO gap (alpha / beta): 5.407 / 5.804 eV
- Spin multiplicity: 2
- E_HOMO (alpha / beta): -16.707 / -16.731 eV
- Energy above the lowest of the compared OMol25 structures with the same formula, charge and spin: 19.0 kcal per mole
- LUMO level (alpha / beta): -0.4153 / -0.4016 Eh

Cartesian coordinates (Å):
V: 0.2693 0.2147 -0.3010
S: 2.9813 -5.4589 -4.2769
N: 1.4676 -5.0366 -3.9619
C: 1.5166 -3.9807 -3.1666
C: 0.3779 -3.2790 -2.6176
C: -0.9616 -3.6372 -2.8285
C: -1.9656 -2.8954 -2.2388
C: -1.6321 -1.8025 -1.4500
N: -0.3556 -1.4525 -1.2420
C: 0.6453 -2.1755 -1.8136
C: 1.9950 -1.7360 -1.5365
N: 2.1202 -0.6267 -0.7585
C: 3.3453 -0.2001 -0.4330
C: 4.4938 -0.8434 -0.8733
C: 4.3765 -1.9480 -1.6934
C: 3.1011 -2.4131 -2.0419
C: 2.8435 -3.5607 -2.8831
N: 3.7610 -4.3273 -3.4492
H: -1.1863 -4.4943 -3.4522
H: -3.0077 -3.1446 -2.3836
H: -2.3916 -1.1854 -0.9864
H: 3.4112 0.6836 0.1903
H: 5.4633 -0.4698 -0.5743
H: 5.2491 -2.4679 -2.0708
C: -1.1633 -0.4966 4.7709
N: -1.7839 -1.3965 3.7940
C: -1.1732 -2.7236 3.8877
N: 0.2784 -2.6732 3.6903
C: 0.8720 -1.7533 4.6667
N: 0.2872 -0.4140 4.5848
C: 0.6632 0.2977 3.3907
P: 0.0002 -0.6640 1.9194
C: -1.7901 -0.8656 2.4601
C: 0.6542 -2.3687 2.3334
H: -1.3616 -0.8811 5.7699
H: -1.6049 0.4969 4.6918
H: -1.6241 -3.3905 3.1517
H: -1.3711 -3.1279 4.8789
H: 1.9500 -1.6959 4.5123
H: 0.6897 -2.1488 5.6646
H: 1.7501 0.3755 3.3237
H: 0.2423 1.3046 3.3977
H: -2.3039 -1.5471 1.7795
H: -2.2887 0.1045 2.4286
H: 1.7410 -2.3793 2.2299
H: 0.2300 -3.1020 1.6442
C: 3.8346 1.6749 -4.5878
C: 2.5260 1.6915 -3.8610
C: 2.4536 2.0831 -2.5252
C: 1.2481 2.1503 -1.8415
C: 1.2591 2.7243 -0.4325
C: 0.0643 1.8222 -2.5566
C: 0.0962 1.4604 -3.9201
C: -1.1567 1.1987 -4.7053
C: 1.3399 1.3733 -4.5264
C: -1.2511 1.9154 -1.9104
O: -2.3162 2.2740 -2.1815
O: -1.0609 1.1896 -0.5535
H: 4.6809 1.6063 -3.9068
H: 3.9453 2.6041 -5.1533
H: 3.8797 0.8604 -5.3095
H: 3.3634 2.3932 -2.0237
H: 2.2464 3.1185 -0.2029
H: 1.0276 2.0259 0.4154
H: 0.5291 3.5242 -0.3059
H: -1.8511 0.5412 -4.1801
H: -0.9193 0.7548 -5.6687
H: -1.6847 2.1356 -4.8920
H: 1.3854 1.0864 -5.5708

Here are the Mulliken charges for atoms 1 to 5, given in e: V -0.313; S 0.285; N -0.628; C 0.615; C 0.344